1.
Density functional theory data (wB97M-V/def2-TZVPD) for the molecule C22H31N3OS.

The calculation puts the relative energy (zero: lowest compared OMol25 entry of this formula, charge and spin) at 42.51 kJ/mol. The SMILES is CCN(CC)CCn1c(-c2ccc(C)cc2)nc(=S)c2c1CC(C)(C)OC2. The HOMO energy comes out at -7.6 eV. For the energy, the calculation gives -40670.32390 eV. Its frontier orbital gap is 8.052 eV.

Atoms and positions in Å:
1 S -3.042 -3.399 -0.780
2 O -4.539 0.577 0.534
3 N -0.739 -2.323 -0.177
4 N 2.189 2.464 -0.061
5 N -0.421 -0.112 0.545
6 C 2.814 4.676 0.863
7 C -2.624 -0.874 0.108
8 C 4.212 -2.218 0.336
9 C -3.728 1.676 0.158
10 C 0.526 0.936 0.860
11 C 3.387 2.271 -0.858
12 C 3.485 -2.082 1.513
13 C -4.105 -0.665 0.038
14 C 1.475 -1.652 0.267
15 C 1.768 3.841 0.133
16 C -2.089 -2.160 -0.256
17 C 3.287 2.690 -2.329
18 C 2.132 -1.802 1.484
19 C -2.315 1.501 0.757
20 C 1.093 1.588 -0.417
21 C -4.401 2.907 0.767
22 C 5.675 -2.532 0.377
23 C 3.544 -2.089 -0.875
24 C -1.781 0.132 0.456
25 C -3.633 1.833 -1.365
26 C 0.024 -1.367 0.208
27 C 2.189 -1.817 -0.913
28 H -4.434 -0.819 -1.002
29 H 1.500 4.333 -0.818
30 H -4.562 2.747 1.830
31 H -1.667 2.275 0.346
32 H -4.604 -1.427 0.645
33 H 3.168 4.140 1.739
34 H -3.187 2.793 -1.611
35 H 4.089 -2.207 -1.800
36 H 1.578 -1.715 2.408
37 H 4.196 2.823 -0.378
38 H -2.375 1.634 1.842
39 H 1.366 0.507 1.407
40 H 3.985 -2.198 2.464
41 H 0.866 3.809 0.750
42 H 0.054 1.679 1.501
43 H 2.371 5.616 1.181
44 H 0.294 2.113 -0.962
45 H -3.787 3.791 0.623
46 H -3.027 1.045 -1.807
47 H 1.676 -1.736 -1.860
48 H 2.471 2.170 -2.825
49 H 5.819 -3.609 0.469
50 H 6.171 -2.203 -0.533
51 H 3.662 4.901 0.222
52 H 1.460 0.786 -1.061
53 H -4.629 1.790 -1.798
54 H 3.121 3.761 -2.418
55 H -5.368 3.063 0.297
56 H 6.151 -2.057 1.232
57 H 4.213 2.445 -2.841
58 H 3.637 1.207 -0.799

2.
Density functional theory data (wB97M-V/def2-TZVPD) for the molecule C22H31N7.

The calculation puts the relative energy (zero: lowest compared OMol25 entry of this formula, charge and spin) at 1.31 kJ/mol. The SMILES is c1c/c(=N\C2CN(C3CCCCC3)C2)[nH]c(N2CCn3nc4c(c3C2)CCC4)n1. The HOMO energy comes out at -7.9 eV. For the energy, the calculation gives -33747.29006 eV. Its frontier orbital gap is 8.547 eV.

Atoms and positions in Å:
1 N -1.408 4.035 -1.650
2 N -1.799 1.923 -0.727
3 N 1.744 -0.578 1.841
4 N -0.225 0.363 -0.214
5 N -3.579 3.328 -1.281
6 N -7.513 3.966 -2.137
7 N -6.218 3.861 -1.769
8 C -5.261 4.905 -2.062
9 C -8.014 2.788 -1.821
10 C -5.905 2.644 -1.252
11 C 1.155 -0.044 -0.128
12 C -2.226 3.106 -1.229
13 C 1.347 -1.355 0.655
14 C -0.080 3.723 -1.590
15 C 1.982 0.610 1.009
16 C 2.846 -1.074 2.635
17 C -4.514 2.325 -0.796
18 C -9.040 0.671 -1.667
19 C -0.449 1.529 -0.676
20 C 0.445 2.555 -1.153
21 C -4.058 4.704 -1.162
22 C -7.688 0.604 -0.898
23 C 4.019 -1.909 5.213
24 C -9.375 2.170 -1.889
25 C 2.476 -2.404 3.284
26 C 3.612 -2.932 4.155
27 C 3.235 -0.054 3.700
28 C 4.375 -0.569 4.574
29 C -7.068 1.916 -1.267
30 H 2.350 0.145 4.314
31 H -9.884 2.346 -2.835
32 H 2.170 -1.961 0.249
33 H -3.246 5.365 -1.446
34 H -4.962 4.857 -3.111
35 H 4.618 0.166 5.344
36 H 4.861 -2.284 5.799
37 H 3.732 -1.245 1.987
38 H 3.315 -3.870 4.630
39 H -4.492 2.254 0.302
40 H 3.515 0.891 3.226
41 H -8.909 0.195 -2.640
42 H 1.606 1.549 1.420
43 H 0.578 4.510 -1.940
44 H 1.640 -0.031 -1.108
45 H 4.478 -3.161 3.524
46 H 5.276 -0.690 3.961
47 H 0.455 -1.969 0.775
48 H -2.432 1.243 -0.338
49 H 1.510 2.385 -1.147
50 H 1.579 -2.243 3.892
51 H 3.039 0.731 0.726
52 H -4.337 4.901 -0.120
53 H -7.855 0.534 0.181
54 H 2.214 -3.134 2.514
55 H 3.186 -1.764 5.911
56 H -10.016 2.558 -1.093
57 H -7.104 -0.270 -1.190
58 H -5.736 5.865 -1.872
59 H -4.250 1.347 -1.202
60 H -9.834 0.139 -1.145

3.
Density functional theory data (wB97M-V/def2-TZVPD) for the molecule C22H31NO4.

The calculation puts the relative energy (zero: lowest compared OMol25 entry of this formula, charge and spin) at 266.80 kJ/mol. The SMILES is COCCN(CCOC)C[C@@H](O)COC(c1ccccc1)c1ccccc1. The HOMO energy comes out at -8.3 eV. For the energy, the calculation gives -32995.57035 eV. Its frontier orbital gap is 9.122 eV.

Atoms and positions in Å:
1 O -1.275 -0.180 -0.521
2 O -0.867 3.182 0.634
3 O 1.425 4.293 1.985
4 O 1.984 -1.588 3.678
5 N 1.696 1.364 1.437
6 C -1.537 -0.118 -5.223
7 C 1.652 -0.286 3.259
8 C 2.746 2.291 1.781
9 C -2.128 -0.275 -3.981
10 C 1.922 -0.022 1.767
11 C -1.970 -5.084 -0.662
12 C 0.925 5.347 2.771
13 C 1.147 -2.600 3.174
14 C -1.370 -0.681 -2.893
15 C -1.257 -4.213 0.143
16 C -0.013 -0.924 -3.061
17 C -0.183 -0.358 -5.384
18 C -1.264 -2.855 -0.125
19 C 0.579 -0.759 -4.299
20 C -0.539 1.821 0.509
21 C -1.987 -2.356 -1.198
22 C -2.693 -4.590 -1.736
23 C -1.989 -0.877 -1.523
24 C 2.242 3.400 2.713
25 C 0.961 1.611 0.216
26 C -1.407 1.219 -0.597
27 C -2.702 -3.234 -2.004
28 H 2.952 -0.346 1.537
29 H -3.033 -0.517 -1.544
30 H 0.571 -1.242 -2.209
31 H 0.277 -0.232 -6.353
32 H 1.321 -2.786 2.109
33 H 2.275 0.374 3.868
34 H 0.315 5.965 2.115
35 H -0.718 -2.167 0.500
36 H 1.667 2.956 3.538
37 H -0.778 1.288 1.444
38 H -3.252 -5.265 -2.367
39 H 1.339 2.514 -0.272
40 H -3.184 -0.078 -3.857
41 H 1.232 -0.623 1.173
42 H 3.098 3.948 3.137
43 H -0.139 3.606 1.120
44 H 1.071 0.775 -0.483
45 H 1.636 -0.947 -4.421
46 H 3.170 2.770 0.888
47 H 3.548 1.759 2.298
48 H -3.263 -2.851 -2.844
49 H 0.309 4.969 3.596
50 H -1.081 1.597 -1.576
51 H 0.089 -2.352 3.324
52 H 1.389 -3.502 3.735
53 H 1.741 5.948 3.189
54 H -2.452 1.521 -0.441
55 H 0.595 -0.069 3.474
56 H -2.134 0.197 -6.066
57 H -1.964 -6.144 -0.455
58 H -0.693 -4.591 0.984

4.
Density functional theory data (wB97M-V/def2-TZVPD) for a structure of composition C22H32As2AuBN6S3.

The charge is +2. The calculation puts the relative energy (zero: lowest compared OMol25 entry of this formula, charge and spin) at 0.00 kJ/mol. The HOMO energy (alpha / beta) comes out at -12.2 / -12.2 eV. For the energy, the calculation gives -190813.51379 eV. Its frontier orbital gap (alpha / beta) is 4.592 / 4.591 eV.

Atoms and positions in Å:
1 Au 0.191 0.010 -1.097
2 As -1.105 2.069 -1.251
3 As -2.027 -1.020 -0.550
4 S 0.526 -0.241 2.101
5 S 2.294 1.351 -0.207
6 S 0.912 -2.233 -1.224
7 N -1.376 -1.673 3.463
8 N 2.542 2.499 -2.622
9 N 4.399 2.561 -1.219
10 N 0.000 -2.959 2.433
11 N 3.532 -1.929 -0.512
12 N 2.286 -2.855 1.026
13 C -0.291 3.697 -0.623
14 C 4.343 -2.207 0.542
15 C 5.143 3.246 -2.116
16 C -4.816 1.315 1.521
17 C 3.107 2.180 -1.447
18 C -1.959 -0.482 4.030
19 C -1.789 -3.002 3.735
20 C -2.714 -2.627 0.259
21 C 3.554 -2.787 1.497
22 C -3.016 0.473 0.175
23 C 3.263 3.157 -3.514
24 C -1.838 2.572 -2.968
25 C -0.955 -3.778 3.096
26 C -0.278 -1.679 2.677
27 C -4.446 2.614 1.208
28 C 4.591 3.562 -3.320
29 C -4.100 0.244 1.006
30 C 3.955 -1.395 -1.796
31 C -3.354 2.842 0.381
32 C -2.635 1.774 -0.128
33 C -2.704 -1.227 -2.361
34 C 2.279 -2.323 -0.190
35 B 1.185 -3.734 1.710
36 H 6.148 3.502 -1.813
37 H -5.002 3.450 1.610
38 H 3.327 -0.551 -2.066
39 H -2.628 -3.243 4.362
40 H 4.987 -1.069 -1.699
41 H -5.668 1.132 2.162
42 H 5.145 4.103 -4.072
43 H 1.724 -4.330 2.598
44 H -0.108 3.621 0.447
45 H -1.387 -0.166 4.901
46 H -2.982 -0.716 4.322
47 H -3.752 -2.711 -0.060
48 H -1.025 2.787 -3.658
49 H -0.921 -4.852 3.048
50 H 0.658 3.805 -1.141
51 H -2.130 -3.463 -0.123
52 H -3.070 3.861 0.151
53 H -1.955 0.308 3.282
54 H -0.943 4.539 -0.846
55 H -2.448 3.462 -2.824
56 H -3.792 -1.265 -2.343
57 H -2.634 -2.592 1.346
58 H -2.311 -2.158 -2.769
59 H 5.400 -2.006 0.516
60 H -2.364 -0.403 -2.981
61 H 0.651 -4.449 0.903
62 H -4.411 -0.762 1.252
63 H 2.763 3.393 -4.447
64 H 3.889 -2.166 -2.562
65 H 4.787 2.333 -0.310
66 H 3.807 -3.182 2.465
67 H -2.454 1.771 -3.367

5.
Density functional theory data (wB97M-V/def2-TZVPD) for a structure of composition C22H32AsN2NiO7S3.

The charge is -1. The calculation puts the relative energy (zero: lowest compared OMol25 entry of this formula, charge and spin) at 0.00 kJ/mol. The HOMO energy (alpha / beta) comes out at -5.2 / -5.2 eV. For the energy, the calculation gives -175037.75146 eV. Its frontier orbital gap (alpha / beta) is 7.338 / 7.301 eV.

Atoms and positions in Å:
1 As -2.292 3.411 0.836
2 Ni -0.727 0.586 -0.145
3 S -0.328 2.616 0.934
4 S 1.363 -0.042 3.533
5 S 2.365 0.838 -0.713
6 O 1.138 0.149 -0.206
7 O -4.444 -0.231 0.547
8 O 2.046 2.064 -1.413
9 O -1.479 -2.661 -2.508
10 O 2.234 -1.112 4.098
11 O 3.230 -0.099 -1.385
12 O -2.541 0.858 0.195
13 N -1.319 -0.992 -0.974
14 N -0.154 0.493 -3.272
15 C 4.487 0.650 2.701
16 C -0.964 -1.607 -2.114
17 C -3.637 2.778 2.064
18 C -1.423 0.110 3.392
19 C 3.612 2.872 2.544
20 C -3.050 3.520 -0.927
21 C -2.845 -1.846 3.358
22 C -2.100 5.268 1.341
23 C 4.332 1.919 3.255
24 C -0.306 -0.706 3.533
25 C -1.715 -2.641 3.499
26 C 1.126 1.148 4.867
27 C 3.925 0.336 1.477
28 C 0.087 -0.923 -2.987
29 C -3.279 -0.222 0.173
30 C 3.044 2.568 1.313
31 C 4.932 2.237 4.599
32 C -4.215 -2.443 3.197
33 C -2.544 -1.441 -0.343
34 C -0.446 -2.081 3.587
35 C 3.193 1.295 0.791
36 C -2.680 -0.462 3.315
37 H -3.059 5.781 1.264
38 H 3.488 3.867 2.959
39 H -4.029 3.996 -0.862
40 H 0.441 -2.693 3.688
41 H -4.592 -2.244 2.191
42 H -3.173 -2.001 -1.036
43 H 0.800 0.614 5.758
44 H -4.922 -1.997 3.899
45 H -3.551 0.166 3.174
46 H 2.479 3.304 0.757
47 H -3.137 2.488 2.988
48 H 4.680 3.250 4.914
49 H -1.737 5.319 2.366
50 H 1.068 -1.037 -2.523
51 H -4.199 -3.520 3.362
52 H -2.380 4.115 -1.545
53 H -1.823 -3.720 3.523
54 H -1.310 1.184 3.308
55 H -3.142 2.514 -1.320
56 H 0.093 -1.498 -3.914
57 H -1.371 5.736 0.683
58 H 6.020 2.153 4.575
59 H -1.121 0.732 -3.094
60 H 0.430 1.104 -2.714
61 H 4.026 -0.656 1.056
62 H 0.397 1.899 4.562
63 H -4.336 3.590 2.265
64 H 2.094 1.621 5.026
65 H -2.357 -2.095 0.520
66 H 4.572 1.543 5.362
67 H 5.028 -0.112 3.250
68 H -4.133 1.912 1.630

6.
Density functional theory data (wB97M-V/def2-TZVPD) for a structure of composition C22H32BrN5O3PPt.

The charge is +1. The calculation puts the relative energy (zero: lowest compared OMol25 entry of this formula, charge and spin) at 0.00 kJ/mol. The HOMO energy comes out at -11.0 eV. For the energy, the calculation gives -119499.60525 eV. Its frontier orbital gap is 7.865 eV.

Atoms and positions in Å:
1 Pt 0.009 0.473 0.632
2 Br -0.278 2.858 0.112
3 P -2.630 -1.392 0.169
4 O -1.904 -0.047 0.187
5 O 0.609 -1.345 1.123
6 O 3.807 -1.400 3.719
7 N 2.600 -0.149 1.423
8 N -2.274 -2.273 -1.158
9 N -2.265 -2.263 1.495
10 N 1.855 0.953 1.080
11 N -4.238 -1.092 0.129
12 C 1.698 -1.201 1.970
13 C -3.251 -2.831 -2.081
14 C -2.109 -1.602 2.783
15 C 2.169 -3.609 1.358
16 C 2.080 6.520 -1.043
17 C 0.233 8.052 -1.046
18 C 4.230 -3.727 3.210
19 C -4.735 -0.063 -0.777
20 C -5.174 -1.508 1.162
21 C 2.352 2.127 0.968
22 C 1.410 5.702 -0.132
23 C -0.424 7.265 -0.112
24 C 3.902 -4.847 2.461
25 C 3.518 -2.554 3.027
26 C 0.158 6.093 0.344
27 C -0.884 -2.400 -1.590
28 C 1.565 3.258 0.512
29 C 2.476 -2.484 2.108
30 C -1.917 -3.675 1.497
31 C 2.074 4.476 0.320
32 C 2.875 -4.791 1.530
33 C 1.488 7.680 -1.509
34 H -6.098 -1.855 0.696
35 H 5.039 -3.764 3.931
36 H 4.490 -1.577 4.375
37 H 2.009 8.301 -2.225
38 H -2.745 -2.082 3.531
39 H -2.057 -4.102 0.508
40 H 1.371 -0.868 2.969
41 H 3.065 6.235 -1.395
42 H 3.144 4.551 0.494
43 H -0.344 5.509 1.103
44 H -0.202 -2.102 -0.795
45 H -0.872 -3.799 1.794
46 H -1.068 -1.661 3.111
47 H -2.548 -4.218 2.205
48 H -1.388 7.569 0.272
49 H 4.457 -5.764 2.605
50 H 2.627 -5.663 0.941
51 H -0.679 -3.442 -1.845
52 H -5.667 -0.398 -1.238
53 H -3.259 -2.282 -3.027
54 H -0.689 -1.784 -2.473
55 H -4.922 0.876 -0.249
56 H 3.357 0.075 2.065
57 H -2.389 -0.552 2.711
58 H -0.226 8.965 -1.402
59 H -4.246 -2.802 -1.647
60 H 1.366 -3.543 0.637
61 H -2.996 -3.872 -2.295
62 H -4.011 0.129 -1.567
63 H 3.397 2.298 1.205
64 H -5.419 -0.682 1.837
65 H -4.756 -2.325 1.744